# 1
Below is a structure of composition C4H3F3NNdO6S2 in a non-equilibrium geometry, with properties calculated with ωB97M-V with the def2-TZVPD basis set.

The geometry in XYZ format:
```
20
Properties=species:S:1:pos:R:3:forces:R:3:lowdin_spin:R:1
N -0.288 -1.336 2.717 -0.9 -0.3 -1.6 -0.001
S -0.078 0.327 2.402 1.4 0.8 3.8 0.000
O -0.744 1.007 3.549 0.5 -1.1 -2.0 -0.002
O -0.789 0.677 1.082 -1.2 -0.5 -3.5 -0.011
S -0.480 -2.468 1.686 0.8 -1.2 3.2 0.000
O -0.388 -2.052 0.241 0.4 0.9 -1.3 -0.008
O 0.226 -3.676 2.117 -0.8 1.6 -1.6 -0.001
C -2.254 -3.061 1.698 0.5 0.0 0.7 0.000
F -2.504 -3.845 0.658 -0.1 -0.1 -0.5 0.000
F -2.498 -3.750 2.805 0.1 0.1 0.0 0.000
F -3.069 -2.017 1.669 -0.4 0.4 -0.3 0.000
Nd -0.368 -0.008 -1.036 0.3 1.1 2.0 3.070
C 2.356 2.829 -1.564 0.4 0.1 -0.3 0.000
O 1.033 2.321 -1.487 -1.4 -1.1 -1.1 -0.003
C 0.481 1.733 -2.722 -0.2 -0.8 2.3 -0.023
C 0.615 2.120 -3.955 0.6 0.4 -1.8 -0.010
O 0.716 2.317 -5.121 -0.3 -0.3 1.9 -0.011
H 2.597 3.238 -0.576 0.0 -0.2 -0.3 0.000
H 3.043 2.016 -1.841 0.0 0.3 0.1 0.000
H 2.393 3.629 -2.321 0.1 -0.2 0.3 0.000
```
Forces are in eV/Å.

Results
HOMO level (alpha / beta), eV: -8.572 / -8.584
2S+1: 4
Total charge: 0
ΔE to the lowest compared entry with this formula, charge and spin, kcal/mol: 0.0
⟨S²⟩: 3.764



# 2
Below is a cluster of 2 separate species, C4H3F3O5 in total in a non-equilibrium geometry, with properties calculated with ωB97M-V with the def2-TZVPD basis set.

The geometry in XYZ format:
```
15
Properties=species:S:1:pos:R:3:forces:R:3:nbo_charge:R:1
C 0.326 -1.574 -0.349 -0.3 0.1 -0.7 -0.292
O 0.518 -1.520 1.091 0.7 0.2 0.0 -0.503
C 1.373 -0.605 1.524 0.9 -0.5 1.0 0.715
O 2.311 -0.866 2.259 -1.1 0.3 -0.6 -0.581
C 1.124 0.882 1.137 -0.4 -0.5 -0.6 0.887
F 1.550 1.685 2.117 0.1 0.2 0.4 -0.330
F 1.867 1.164 0.052 0.1 0.1 -0.1 -0.323
F -0.138 1.129 0.890 0.1 0.1 0.1 -0.253
H 0.244 -0.603 -0.832 -0.4 0.3 0.2 0.275
H 1.123 -2.153 -0.816 0.3 -0.2 0.3 0.138
H -0.622 -2.049 -0.525 -0.4 0.0 0.1 0.235
C -2.416 1.143 -1.647 -0.8 -0.5 0.4 0.930
O -1.669 2.060 -2.147 0.2 0.1 -0.1 -0.940
O -1.891 0.008 -1.237 0.5 0.0 -0.2 -1.001
O -3.702 1.298 -1.516 0.4 0.2 -0.2 -0.957
```
Forces are in eV/Å.

Results
HOMO level, eV: 2.223
2S+1: 1
Total charge: -2



# 3
Below is a cluster of 2 separate species, C4H3F4I in total in a non-equilibrium geometry, with properties calculated with ωB97M-V with the def2-TZVPD basis set.

The geometry in XYZ format:
```
12
Properties=species:S:1:pos:R:3:forces:R:3:nbo_charge:R:1
C -2.529 1.113 -0.961 -0.8 0.2 -1.8 -0.177
C -2.360 1.062 0.208 0.8 0.0 1.1 -0.249
C 0.690 -0.608 -0.393 -1.2 -0.4 -0.9 -0.097
C 1.459 -1.327 0.641 3.8 -0.4 1.1 0.838
F 1.177 -0.961 -1.636 0.2 0.3 0.6 -0.363
F 1.856 -2.551 0.268 -1.2 -0.2 -0.2 -0.308
F 0.904 -1.370 1.841 -1.4 -0.3 0.1 -0.312
F 2.712 -0.759 0.996 0.1 0.4 -0.5 -0.398
I 1.214 1.504 -0.039 -1.2 0.4 0.0 0.428
H -2.772 1.182 -1.989 0.0 -0.1 -0.2 0.243
H -0.483 1.672 -0.068 1.2 0.3 -0.3 0.154
H -1.869 1.043 1.132 -0.3 -0.2 1.1 0.241
```
Forces are in eV/Å.

Results
HOMO level, eV: -8.422
2S+1: 1
Total charge: 0
ΔE to the lowest compared entry with this formula, charge and spin, kcal/mol: 120.3



# 4
Below is a structure of composition C4H3FN2 in a non-equilibrium geometry, with properties calculated with ωB97M-V with the def2-TZVPD basis set.

The geometry in XYZ format:
```
10
Properties=species:S:1:pos:R:3:forces:R:3:nbo_charge:R:1
C 0.263 -1.511 -0.800 -0.2 0.6 1.7 0.191
C 2.027 1.588 0.795 1.9 -4.8 4.3 0.061
C -1.885 -0.176 -0.604 1.5 0.3 2.0 -0.399
C -0.701 -0.621 -0.128 -1.5 1.1 -1.1 0.304
N 1.290 -2.029 -0.881 -0.4 -0.2 -0.7 -0.246
N 1.488 2.556 0.522 -0.3 0.9 -0.7 -0.369
F -0.197 -0.109 0.985 0.6 0.1 0.5 -0.304
H 2.459 0.512 1.642 -1.5 4.0 -3.6 0.306
H -2.194 -0.858 -1.305 -1.2 -0.8 -2.3 0.211
H -2.550 0.649 -0.226 1.1 -1.2 -0.2 0.247
```
Forces are in eV/Å.

Results
HOMO level, eV: -10.624
2S+1: 1
Total charge: 0
ΔE to the lowest compared entry with this formula, charge and spin, kcal/mol: 100.6



# 5
Below is an isolated molecule of C4H3FN2O in a non-equilibrium geometry, with properties calculated with ωB97M-V with the def2-TZVPD basis set.

The geometry in XYZ format:
```
11
Properties=species:S:1:pos:R:3:forces:R:3:nbo_charge:R:1
O 2.116 -1.108 0.243 0.7 0.9 0.7 -0.649
C 0.920 -0.518 -0.015 -0.7 -0.1 0.4 0.435
C 0.736 0.853 0.227 0.3 -0.7 0.1 -0.065
N -0.446 1.458 0.120 -0.2 -1.0 -0.2 -0.382
C -1.420 0.639 -0.216 -0.4 0.0 -0.4 0.505
F -2.656 1.215 -0.334 1.0 -0.7 0.1 -0.319
C -1.274 -0.755 -0.470 0.2 1.6 0.7 -0.036
N -0.082 -1.339 -0.372 0.2 1.0 0.3 -0.382
H 2.669 -0.500 0.817 -0.9 -1.0 -1.1 0.486
H 1.610 1.384 0.600 -0.3 0.4 -0.2 0.190
H -2.173 -1.330 -0.601 0.0 -0.4 -0.4 0.216
```
Forces are in eV/Å.

Results
HOMO level, eV: -9.443
SMILES string: Oc1cnc(F)cn1
2S+1: 1
Total charge: 0
ΔE to the lowest compared entry with this formula, charge and spin, kcal/mol: 21.6



# 6
Below is an isolated molecule of C4H3FO in a non-equilibrium geometry, with properties calculated with ωB97M-V with the def2-TZVPD basis set.

The geometry in XYZ format:
```
9
Properties=species:S:1:pos:R:3:forces:R:3:nbo_charge:R:1
O -1.519 2.298 0.045 -0.8 3.4 -0.3 -0.432
C -1.151 1.235 -0.070 -1.2 -2.3 1.1 0.711
C -0.922 -0.045 0.118 1.4 0.3 1.1 -0.539
C 0.487 -0.208 0.449 1.7 0.4 0.0 -0.248
C 1.091 0.808 -0.197 3.0 -1.0 0.3 0.175
F 2.425 1.080 0.041 -0.8 0.1 -0.1 -0.355
H -1.473 -0.780 -0.300 -2.0 -2.1 -1.1 0.241
H 1.064 -0.956 1.160 -1.7 1.7 -1.6 0.257
H 0.729 1.404 -1.048 0.4 -0.5 0.5 0.190
```
Forces are in eV/Å.

Results
HOMO level, eV: -8.673
SMILES string: O=C=C/C=C/F
2S+1: 1
Total charge: 0
ΔE to the lowest compared entry with this formula, charge and spin, kcal/mol: 42.4



# 7
Below is a cluster of 2 separate species, C4H3FO6 in total in a non-equilibrium geometry, with properties calculated with ωB97M-V with the def2-TZVPD basis set.

The geometry in XYZ format:
```
14
Properties=species:S:1:pos:R:3:forces:R:3:nbo_charge:R:1
C 2.266 -0.146 -0.229 0.3 0.1 -1.9 0.536
C -2.864 0.612 -0.578 -1.9 0.2 -0.5 0.666
C 1.291 0.223 0.598 -2.1 0.3 0.1 -0.205
C -1.769 -0.350 -0.055 -0.7 -2.0 1.7 0.759
O 3.493 -0.229 -0.038 1.2 -0.2 0.6 -0.837
O -3.885 -0.132 -0.586 0.6 0.3 0.0 -0.735
O 1.883 -0.361 -1.670 2.0 1.6 1.1 -0.810
O -2.790 1.807 -0.875 1.0 -0.5 0.3 -0.712
O 1.544 0.579 1.977 0.6 -0.6 -0.9 -0.757
O -1.311 -1.360 -0.484 0.1 1.1 -0.7 -0.564
F -1.798 -0.325 1.390 0.0 0.7 -1.1 -0.418
H 0.244 0.255 0.220 1.5 0.3 1.1 0.152
H 2.503 0.394 2.051 -0.6 0.1 -0.1 0.466
H 1.193 -0.968 -1.721 -2.0 -1.5 0.2 0.457
```
Forces are in eV/Å.

Results
HOMO level, eV: 0.716
2S+1: 1
Total charge: -2



# 8
Below is an isolated molecule of C4H3FS in a non-equilibrium geometry, with properties calculated with ωB97M-V with the def2-TZVPD basis set.

The geometry in XYZ format:
```
9
Properties=species:S:1:pos:R:3:forces:R:3:nbo_charge:R:1
C 1.829 1.404 1.024 -1.2 -0.2 -0.8 -0.116
C 0.845 0.975 0.466 1.1 0.2 1.0 -0.095
C -0.221 0.235 -0.077 0.1 -0.4 -0.2 -0.204
S -0.555 0.330 -1.666 -0.2 0.0 0.5 0.138
C -0.887 -0.813 0.842 -1.3 1.7 0.0 0.015
F -0.018 -1.832 1.071 0.0 -0.5 -0.2 -0.336
H 2.685 1.882 1.392 0.6 0.2 0.4 0.235
H -1.784 -1.041 0.252 0.3 -1.0 0.3 0.182
H -1.262 -0.440 1.837 0.7 0.0 -0.9 0.179
```
Forces are in eV/Å.

Results
HOMO level, eV: -9.277
SMILES string: C#CC(=S)CF
2S+1: 1
Total charge: 0
ΔE to the lowest compared entry with this formula, charge and spin, kcal/mol: 50.5



# 9
Below is a cluster of 2 separate species, C4H3IN2 in total in a non-equilibrium geometry, with properties calculated with ωB97M-V with the def2-TZVPD basis set.

The geometry in XYZ format:
```
10
Properties=species:S:1:pos:R:3:forces:R:3:nbo_charge:R:1
C 1.925 -0.562 1.566 -0.1 -0.5 0.1 0.402
C -1.140 1.573 -0.349 3.2 -2.5 0.0 -0.507
C -1.422 0.501 -1.014 1.8 0.7 2.2 -0.034
C 0.259 -1.334 -0.137 0.3 2.9 1.1 0.170
N 2.704 -0.357 2.399 -0.2 0.0 -0.4 -0.314
N 0.940 -0.743 0.715 -1.1 -0.7 -1.4 -0.570
I 0.405 -3.052 -1.268 0.2 -0.6 -0.1 0.215
H -1.499 2.553 -0.336 -0.8 1.2 0.0 0.231
H -0.095 1.349 0.070 -1.3 1.0 0.4 0.235
H -2.076 0.071 -1.646 -2.1 -1.5 -2.0 0.172
```
Forces are in eV/Å.

Results
HOMO level (alpha / beta), eV: -8.500 / -8.787
2S+1: 1
Total charge: 0
ΔE to the lowest compared entry with this formula, charge and spin, kcal/mol: 117.9



# 10
Below is an isolated molecule of C4H3N3 in a non-equilibrium geometry, with properties calculated with ωB97M-V with the def2-TZVPD basis set.

The geometry in XYZ format:
```
10
Properties=species:S:1:pos:R:3:forces:R:3:nbo_charge:R:1
N -0.054 -1.962 -2.754 -2.7 5.2 5.2 -0.281
C -0.421 -1.146 -1.910 2.4 -4.5 -4.3 0.264
C -0.421 -0.316 -0.709 -0.8 4.4 -1.4 -0.036
C 0.466 -0.564 0.285 1.5 -3.4 4.1 -0.280
C 0.518 0.510 1.257 -0.8 -2.2 -1.2 -0.051
N -0.441 1.335 0.733 0.9 -0.9 -2.8 -0.323
N -0.898 1.036 -0.583 1.1 -3.4 2.6 -0.209
H 0.723 -1.704 0.484 0.3 2.8 -0.4 0.245
H 1.109 0.528 2.279 -1.7 0.4 -2.5 0.262
H -0.579 2.283 0.918 -0.2 1.6 0.7 0.409
```
Forces are in eV/Å.

Results
HOMO level, eV: -9.913
SMILES string: N#Cc1cc[nH]n1
2S+1: 1
Total charge: 0
ΔE to the lowest compared entry with this formula, charge and spin, kcal/mol: 58.0